1.
{
  "formula": "C4H8O3",
  "method": "ωB97M-V/def2-TZVPD",
  "species": ["O", "C", "C", "C", "C", "O", "H", "H", "H", "H", "H", "H", "O", "H", "H"],
  "coordinates": [[3.26638, 1.95256, 0.36537], [2.34728, 1.40904, -0.17933], [1.06672, 1.00364, 0.58737], [0.14430, 0.22224, -0.35199], [-0.78466, 1.24932, -1.07433], [-0.22934, 2.10410, -1.72247], [2.41054, 1.17698, -1.26286], [0.59620, 1.87460, 1.03720], [1.45226, 0.28620, 1.31586], [0.78360, -0.43121, -0.94633], [-0.62340, -0.45359, 0.05851], [-1.88201, 1.26492, -0.95383], [-2.99995, -3.58760, 1.12725], [-2.27997, -3.94694, 1.64539], [-3.26794, -4.12426, 0.35417]],
  "forces_ev_per_a": [[0.069, 0.022, 0.083], [-0.392, 0.453, 0.276], [0.601, -0.990, -0.815], [-2.454, 0.162, 0.175], [2.592, -0.091, -0.728], [-0.761, 0.300, -0.120], [-0.208, -0.145, 0.135], [0.171, -0.075, 0.215], [-0.168, 0.364, 0.460], [-0.313, 0.367, -0.757], [0.774, -0.032, 0.912], [0.078, -0.346, 0.170], [-0.819, 0.519, -0.590], [0.032, -0.602, -0.447], [0.800, 0.094, 1.030]],
  "e_homo_ev": -9.8,
  "total_energy_ev": -10418.7000,
  "relative_energy_kj_mol": 222.25,
  "smiles": "O=CCCC=O.O",
  "max_force_ha_per_bohr": 0.0524
}

=====

2.
{
  "formula": "C4H8O3",
  "method": "ωB97M-V/def2-TZVPD",
  "species": ["C", "C", "C", "C", "O", "O", "O", "H", "H", "H", "H", "H", "H", "H", "H"],
  "coordinates": [[-0.89053, 0.11386, -0.38185], [-1.10351, 0.34835, 1.03547], [1.53344, -0.84045, 0.04577], [0.71565, 0.43933, 0.07961], [-1.17283, -1.18516, -0.78576], [-1.19571, 1.05799, -1.32094], [1.09766, 1.54459, -0.36296], [-0.97399, -1.24163, -1.72899], [-0.68908, 1.87215, -1.05626], [-1.32205, 1.36317, 1.34291], [-1.51827, -0.45863, 1.62729], [0.28321, 0.41250, 1.40366], [2.43723, -0.68086, 0.63250], [0.99517, -1.69064, 0.45787], [1.80362, -1.05457, -0.98835]],
  "forces_ev_per_a": [[2.886, 0.192, -0.124], [1.493, 0.320, 1.333], [0.331, 0.213, 1.215], [-1.514, -0.523, -4.490], [-0.238, 0.396, 0.024], [-0.835, 0.782, 0.190], [0.053, -0.375, 1.639], [0.006, 0.043, 0.040], [0.032, -0.938, -0.555], [-0.340, -0.017, -0.051], [0.127, 0.007, 0.225], [-1.974, -0.225, 0.713], [0.173, -0.153, -0.148], [-0.076, 0.058, -0.025], [-0.126, 0.218, 0.014]],
  "e_homo_ev": -8.3,
  "total_energy_ev": -10416.7849,
  "relative_energy_kj_mol": 407.04,
  "max_force_ha_per_bohr": 0.0927
}

=====

3.
{
  "formula": "C4H8O3",
  "method": "ωB97M-V/def2-TZVPD",
  "species": ["C", "C", "C", "O", "H", "H", "H", "H", "H", "H", "O", "C", "O", "H", "H"],
  "coordinates": [[-0.53402, 0.57823, -0.94796], [0.63953, -0.03073, -0.52057], [1.69592, 0.72122, 0.21267], [0.76080, -1.37068, -0.68121], [-0.56767, 1.66210, -1.01573], [-1.15478, 0.04102, -1.65983], [2.27822, 0.06900, 0.86927], [2.38537, 1.15839, -0.51774], [1.22581, 1.51287, 0.80776], [1.68555, -1.62963, -0.51502], [-2.47215, 0.76817, 1.30256], [-1.71537, -0.07143, 0.81298], [-2.15176, -1.32747, 0.41517], [-0.69424, -0.24347, 1.34411], [-1.38122, -1.83759, 0.09355]],
  "forces_ev_per_a": [[2.777, -0.779, -1.240], [-2.323, 1.689, -1.499], [0.114, -0.167, -0.005], [0.636, -0.019, 0.202], [-0.113, -0.206, 0.530], [-0.083, -0.015, 0.315], [-0.083, 0.055, 0.064], [-0.051, 0.096, 0.192], [0.238, -0.130, -0.172], [-0.562, -0.005, 0.078], [1.069, -1.193, -2.347], [0.031, -1.061, 5.525], [0.068, 0.776, -1.031], [-1.314, 0.586, -0.868], [-0.403, 0.373, 0.257]],
  "e_homo_ev": -8.8,
  "total_energy_ev": -10418.0199,
  "relative_energy_kj_mol": 287.88,
  "smiles": "C=C(C)O.O=CO",
  "max_force_ha_per_bohr": 0.1094
}

=====

4.
{
  "formula": "C4H8O3",
  "method": "ωB97M-V/def2-TZVPD",
  "species": ["O", "C", "C", "C", "C", "O", "H", "H", "H", "H", "H", "H", "O", "H", "H"],
  "coordinates": [[3.11581, -0.56135, 0.97829], [1.95095, -0.47254, 1.27421], [0.85254, -0.49437, 0.22888], [-0.52958, -0.69923, 0.86426], [-1.56726, -0.89229, -0.18726], [-2.75499, -0.98854, 0.01608], [1.62486, -0.40477, 2.32894], [0.91721, 0.49603, -0.24091], [1.08019, -1.20995, -0.55628], [-0.77344, 0.11318, 1.56129], [-0.49575, -1.47939, 1.63761], [-1.28886, -0.94992, -1.24942], [-0.63215, 2.17241, -2.02383], [-1.20432, 2.88759, -1.76716], [-0.29521, 2.48314, -2.86471]],
  "forces_ev_per_a": [[-0.235, 0.137, 0.381], [0.327, -0.590, -0.856], [-0.064, 0.725, 0.805], [1.044, 0.256, 0.598], [-1.634, -0.237, -0.164], [0.238, 0.063, 0.490], [0.055, 0.141, 0.107], [-0.204, -0.092, -0.099], [0.090, -0.216, 0.081], [-0.234, 0.441, -0.678], [-0.189, -0.649, -0.717], [0.792, 0.076, 0.001], [0.237, -0.273, -0.063], [-0.487, 0.358, 0.411], [0.263, -0.141, -0.296]],
  "e_homo_ev": -9.9,
  "total_energy_ev": -10419.0833,
  "relative_energy_kj_mol": 185.28,
  "smiles": "O=CCCC=O.O",
  "max_force_ha_per_bohr": 0.0323
}

=====

5.
{
  "formula": "C4H8O3",
  "method": "ωB97M-V/def2-TZVPD",
  "species": ["C", "C", "O", "C", "O", "C", "O", "H", "H", "H", "H", "H", "H", "H", "H"],
  "coordinates": [[-2.29216, 0.48955, -1.30150], [-0.10678, 1.14721, 0.34334], [0.75373, 1.18682, 1.22615], [-0.34982, 0.14227, -0.64987], [1.50083, -1.78207, 0.41394], [2.46537, -1.60807, 1.12534], [2.75101, -0.50683, 1.79096], [-2.71713, 0.11681, -0.38837], [-2.61062, -0.11111, -2.16560], [-2.54418, 1.54308, -1.47713], [-0.77079, 2.01803, 0.22948], [2.02554, 0.15092, 1.60269], [-0.96876, 0.51779, -1.59337], [-0.36442, -0.92286, -0.45485], [3.22820, -2.38154, 1.29879]],
  "forces_ev_per_a": [[-0.159, -0.152, 0.536], [-0.194, 0.153, -0.266], [-0.398, -0.307, -0.452], [-1.361, 0.301, -0.089], [0.411, -0.041, 0.314], [-0.137, -0.233, -0.152], [-0.153, -0.003, -0.107], [-0.275, -0.029, 0.131], [0.547, 0.022, 0.368], [0.445, -0.252, 0.243], [0.066, 0.285, 0.020], [-0.053, 0.017, -0.021], [1.181, -0.015, -0.174], [0.120, 0.208, -0.319], [-0.041, 0.045, -0.031]],
  "e_homo_ev": -9.2,
  "total_energy_ev": -10416.6125,
  "relative_energy_kj_mol": 423.67,
  "max_force_ha_per_bohr": 0.0272
}

=====

6.
{
  "formula": "C4H8O3",
  "method": "ωB97M-V/def2-TZVPD",
  "species": ["C", "C", "O", "C", "O", "C", "O", "H", "H", "H", "H", "H", "H", "H", "H"],
  "coordinates": [[0.04671, 0.17473, -1.57284], [-0.27803, -0.72752, -0.42698], [-1.57499, -1.17607, -0.47711], [0.54430, -1.09652, 0.55894], [1.89864, -0.86441, 0.50133], [0.88574, 1.93027, 1.44334], [1.89288, 1.59204, 1.85119], [-0.82772, 0.79996, -1.78146], [0.89886, 0.81715, -1.34164], [0.27145, -0.39211, -2.48243], [-2.22838, 1.02208, 0.29687], [-1.65887, -1.93350, 0.11681], [0.17346, -1.67540, 1.40825], [2.20674, -0.58169, 1.37174], [-1.91446, 1.64593, 0.55448]],
  "forces_ev_per_a": [[0.045, 0.011, -0.004], [0.335, 0.045, 0.073], [-0.058, -0.196, 0.115], [-0.354, -0.097, -0.155], [0.089, 0.053, 0.101], [1.227, -0.296, 0.514], [-1.251, 0.535, -0.401], [0.139, -0.083, 0.050], [-0.070, -0.152, -0.023], [-0.026, 0.024, 0.121], [-0.017, 0.115, 0.059], [-0.089, 0.142, -0.068], [0.100, -0.017, -0.181], [0.000, -0.059, -0.192], [-0.069, -0.025, -0.008]],
  "e_homo_ev": -8.3,
  "total_energy_ev": -10418.0134,
  "relative_energy_kj_mol": 288.50,
  "max_force_ha_per_bohr": 0.0276
}